Record 1
Computed, not measured: a molecular structure, C36H62BiN10O3PSi, with ωB97M-V/def2-TZVPD.

The geometry in ORCA input format:
```
! RIJCOSX wB97M-V def2-TZVPD def2/J DEFGRID3
* xyz 2 1
Bi 0.213 -0.397 -0.011
C 2.607 0.764 -2.273
C 3.131 1.413 -0.988
N 2.374 1.190 0.263
C 3.201 0.767 1.406
C 3.139 -0.753 1.682
N 2.667 -1.513 0.508
C 3.757 -1.645 -0.486
C 3.311 -1.630 -1.945
N 2.262 -0.656 -2.208
H 1.700 1.283 -2.594
H 3.373 0.968 -3.033
H 4.157 1.086 -0.826
H 3.200 2.484 -1.195
H 1.849 2.023 0.504
H 4.236 1.082 1.257
H 2.848 1.276 2.302
H 4.129 -1.097 1.998
H 2.455 -0.937 2.510
H 2.401 -2.441 0.824
H 4.452 -0.827 -0.315
H 4.329 -2.560 -0.304
H 4.208 -1.480 -2.560
H 2.908 -2.611 -2.211
H 1.790 -0.900 -3.068
N -0.105 -2.894 -0.390
C -1.515 -3.310 -0.542
C -1.705 -4.550 -1.420
C -1.183 -4.490 -2.866
C -2.257 -4.141 -3.893
N -2.741 -2.771 -3.750
C -2.220 -1.689 -4.284
N -2.519 -0.500 -3.751
N -1.390 -1.754 -5.344
C -2.413 -2.124 -0.933
O -3.559 -2.361 -1.329
O -1.946 -0.949 -0.769
H 0.432 -3.125 -1.221
H 0.297 -3.407 0.392
H -1.853 -3.586 0.462
H -2.772 -4.779 -1.432
H -1.220 -5.382 -0.905
H -0.811 -5.478 -3.140
H -0.330 -3.810 -2.984
H -3.121 -4.787 -3.745
H -1.903 -4.326 -4.906
H -3.313 -2.621 -2.913
H -2.830 -0.459 -2.788
H -2.139 0.344 -4.143
H -1.394 -2.590 -5.904
H -1.186 -0.907 -5.848
C -0.403 -5.509 3.356
C 0.755 -4.801 3.058
C 0.686 -3.434 2.826
C -0.530 -2.736 2.878
C -1.677 -3.468 3.199
C -1.614 -4.838 3.436
Si -0.588 -0.880 2.535
C 0.546 -0.014 3.756
C 1.078 -0.644 4.883
C 1.846 0.066 5.799
C 2.089 1.419 5.607
C 1.566 2.064 4.493
C 0.809 1.348 3.578
C -2.338 -0.254 2.820
C -3.427 -0.782 2.115
C -4.729 -0.397 2.395
C -4.974 0.541 3.389
C -3.911 1.080 4.100
C -2.608 0.684 3.821
H -0.355 -6.574 3.543
H 1.712 -5.307 3.027
H 1.612 -2.894 2.650
H -2.633 -2.967 3.286
H -2.516 -5.377 3.697
H 0.879 -1.695 5.062
H 2.246 -0.437 6.670
H 2.680 1.971 6.326
H 1.747 3.122 4.344
H 0.407 1.849 2.704
H -3.267 -1.509 1.330
H -5.551 -0.832 1.840
H -5.990 0.838 3.619
H -4.095 1.800 4.889
H -1.799 1.103 4.407
C -4.024 1.397 -0.296
N -3.049 2.272 -0.959
C -3.588 2.983 -2.112
P -1.823 2.886 -0.037
O -0.810 1.838 0.349
N -2.510 3.590 1.269
C -3.886 4.068 1.319
C -1.673 4.072 2.362
N -1.048 4.057 -0.903
C -1.554 5.421 -1.001
C -0.030 3.715 -1.883
H -4.279 0.552 -0.935
H -4.943 1.941 -0.059
H -3.606 0.997 0.624
H -3.986 2.256 -2.825
H -2.812 3.558 -2.610
H -4.409 3.656 -1.846
H -4.373 3.972 0.352
H -3.901 5.125 1.596
H -4.465 3.511 2.059
H -0.679 3.646 2.286
H -2.103 3.777 3.319
H -1.588 5.163 2.336
H -2.319 5.601 -0.250
H -1.982 5.622 -1.988
H -0.741 6.131 -0.835
H 0.262 2.673 -1.758
H 0.853 4.346 -1.748
H -0.390 3.863 -2.907
*
```

Calculated values
* energy relative to the best compared isomer or geometry (same formula, charge and spin): 61.7 kJ/mol



Record 2
Computed, not measured: 3 unconnected molecules or ions with the total composition C36H63BF2N3O11P2, with ωB97M-V/def2-TZVPD.

The geometry in ORCA input format:
```
! RIJCOSX wB97M-V def2-TZVPD def2/J DEFGRID3
* xyz 1 1
C -1.932 3.731 3.167
C -1.623 3.272 1.722
C -0.072 3.221 1.545
C 0.408 2.317 0.375
C 1.360 3.167 -0.543
C 0.988 0.932 0.735
B 0.053 0.340 1.959
C -1.256 -0.511 1.732
O 0.420 0.643 3.282
C 2.414 0.995 1.361
F 2.639 2.155 2.066
N 3.502 0.931 0.347
C 3.515 -0.457 -0.227
C 4.218 -0.528 -1.621
O 5.497 -1.134 -1.542
C 5.459 -2.491 -1.875
C 4.713 -3.393 -1.112
C 4.659 -4.764 -1.362
C 3.811 -5.632 -0.436
C 5.402 -5.249 -2.439
C 6.121 -4.352 -3.226
C 6.170 -2.975 -2.976
C 7.004 -2.109 -3.914
C 8.418 -1.898 -3.226
C 6.383 -0.724 -4.241
C 2.065 -1.059 -0.262
F 1.978 -1.980 0.797
N 0.992 -0.128 -0.306
C 0.691 0.181 -1.711
C -0.308 -0.880 -2.265
C -1.677 -0.745 -1.616
O -2.141 0.297 -1.202
N -2.435 -1.956 -1.512
C -2.935 -2.370 -2.801
C -2.364 -3.386 -3.560
C -2.888 -3.756 -4.794
C -4.021 -3.139 -5.328
C -4.591 -2.110 -4.569
C -4.062 -1.732 -3.350
H -2.912 4.217 3.269
H -1.860 2.906 3.895
H -1.147 4.456 3.447
H -2.071 2.288 1.494
H -2.087 3.978 1.017
H 0.185 4.257 1.258
H 0.446 3.076 2.503
H -0.480 2.136 -0.261
H 1.662 2.637 -1.462
H 0.914 4.144 -0.775
H 2.290 3.405 0.013
H -2.089 0.144 1.424
H -1.554 -0.914 2.717
H -1.125 -1.379 1.070
H 0.957 -0.070 3.656
H 2.570 0.189 2.097
H 3.490 1.682 -0.351
H 4.380 1.046 0.868
H 4.122 -1.073 0.452
H 4.296 0.504 -2.021
H 3.644 -1.099 -2.365
H 4.133 -3.016 -0.264
H 2.760 -5.299 -0.463
H 4.149 -5.419 0.594
H 3.908 -6.704 -0.638
H 5.434 -6.314 -2.676
H 6.702 -4.738 -4.067
H 7.217 -2.625 -4.863
H 8.263 -2.061 -2.148
H 9.112 -2.667 -3.593
H 8.780 -0.878 -3.408
H 6.661 0.044 -3.504
H 6.842 -0.391 -5.189
H 5.299 -0.779 -4.421
H 2.033 -1.687 -1.165
H 0.255 1.144 -1.979
H 1.595 0.059 -2.348
H 0.103 -1.899 -2.268
H -0.442 -0.616 -3.334
H -3.181 -1.837 -0.833
H -1.483 -3.930 -3.205
H -2.431 -4.543 -5.401
H -4.437 -3.449 -6.286
H -5.471 -1.610 -4.983
H -4.483 -0.913 -2.756
C -3.989 9.072 5.706
O -3.295 8.396 4.641
P -2.596 9.368 3.452
O -2.243 8.235 2.532
O -1.360 9.762 4.428
C -0.549 8.721 4.955
O -2.126 10.620 2.459
C -2.824 10.735 1.211
H -4.245 8.335 6.464
H -3.356 9.840 6.157
H -4.905 9.528 5.328
H -0.633 7.801 4.376
H -0.836 8.523 5.990
H 0.486 9.059 4.940
H -3.899 10.620 1.346
H -2.457 9.982 0.514
H -2.620 11.723 0.802
C -4.235 -7.820 2.363
O -4.404 -6.411 2.599
P -5.082 -5.511 1.352
O -4.832 -4.157 1.937
O -6.573 -6.064 1.641
C -7.165 -5.804 2.910
O -5.556 -5.080 -0.179
C -4.594 -4.348 -0.943
H -3.937 -8.287 3.299
H -5.170 -8.273 2.022
H -3.455 -7.986 1.618
H -6.686 -4.971 3.424
H -7.098 -6.698 3.533
H -8.215 -5.569 2.751
H -3.600 -4.787 -0.858
H -4.572 -3.314 -0.601
H -4.902 -4.364 -1.987
*
```



Record 3
Computed, not measured: 12 unconnected molecules or ions with the total composition C36H63ClN8O29, with ωB97M-V/def2-TZVPD.

The geometry in ORCA input format:
```
! RIJCOSX wB97M-V def2-TZVPD def2/J DEFGRID3
* xyz 0 1
C 1.910 0.366 -2.180
N 0.652 1.187 -1.756
C 0.558 1.170 -0.146
C 0.790 2.674 -2.118
C -0.622 0.590 -2.474
C -1.067 -0.732 -1.975
O -1.730 -0.693 -0.738
H 2.033 0.139 -3.239
H 1.759 -0.598 -1.695
H 2.739 1.004 -1.872
H 1.528 1.493 0.231
H 0.558 0.094 0.026
H -0.340 1.686 0.195
H -0.036 3.363 -1.942
H 0.909 2.636 -3.201
H 1.685 3.160 -1.730
H -0.277 0.677 -3.504
H -1.434 1.318 -2.481
H -0.321 -1.519 -2.083
H -1.832 -1.108 -2.655
H -1.313 -1.361 -0.189
Cl 3.837 -6.054 0.231
O 5.215 -6.114 0.425
O 3.318 -5.058 1.103
O 3.621 -5.701 -1.103
O 3.192 -7.264 0.522
C -5.952 4.412 -8.289
N -4.503 4.570 -7.885
O -3.970 5.673 -7.954
O -3.989 3.550 -7.457
H -6.536 4.221 -7.389
H -6.019 3.603 -9.017
H -6.278 5.357 -8.723
C -8.594 -4.842 0.259
N -8.952 -6.269 0.491
O -8.039 -7.069 0.354
O -10.061 -6.556 0.955
H -7.796 -4.509 -0.405
H -8.106 -4.487 1.167
H -9.476 -4.235 0.056
C -0.273 8.968 2.222
N 1.142 8.511 2.414
O 1.268 7.324 2.210
O 1.983 9.402 2.457
H -0.802 8.018 2.295
H -0.361 9.339 1.201
H -0.414 9.804 2.907
C -6.669 9.414 -1.172
N -5.724 8.661 -2.101
O -4.587 8.546 -1.728
O -6.185 8.195 -3.115
H -6.284 10.406 -0.937
H -6.810 8.762 -0.309
H -7.645 9.579 -1.627
C 10.079 0.011 -4.546
N 8.633 -0.143 -4.267
O 7.895 0.205 -5.176
O 8.315 -0.573 -3.132
H 10.537 0.655 -3.796
H 10.204 0.359 -5.572
H 10.522 -0.977 -4.420
C 9.059 -0.405 4.965
C 7.589 -0.492 5.570
C 6.711 0.578 4.949
O 7.295 1.843 5.427
C 6.652 2.961 4.756
N 6.990 -1.726 5.327
H 9.721 -0.976 5.616
H 9.472 0.589 4.791
H 9.151 -1.056 4.095
H 7.554 -0.302 6.642
H 5.647 0.401 5.108
H 6.980 0.505 3.895
H 5.644 3.127 5.135
H 6.599 2.744 3.689
H 7.151 3.907 4.967
H 6.159 -1.957 5.852
H 6.732 -1.806 4.353
C -4.689 -0.040 5.988
C -4.404 1.347 5.490
C -5.459 2.349 5.956
O -5.284 3.705 5.506
C -5.951 4.717 6.270
N -3.080 1.706 6.062
H -5.716 -0.336 5.775
H -4.683 0.037 7.075
H -3.916 -0.775 5.764
H -4.362 1.216 4.409
H -5.554 2.469 7.036
H -6.485 2.073 5.710
H -5.577 4.725 7.294
H -7.019 4.929 6.290
H -5.546 5.642 5.859
H -3.213 1.899 7.044
H -2.787 2.620 5.747
C -1.316 -10.368 5.092
C -2.059 -9.564 4.332
C -1.853 -8.057 4.363
O -2.484 -7.305 3.557
C -0.783 -7.709 5.272
C -0.053 -8.568 5.987
C -0.131 -10.003 5.856
O 0.580 -10.887 6.394
O 0.991 -8.135 6.782
O -3.092 -10.089 3.513
H -1.525 -11.427 5.135
H -0.624 -6.647 5.387
H 1.558 -8.874 7.016
H -3.673 -9.431 3.124
C 3.862 8.918 -4.218
C 4.880 8.091 -3.720
C 5.342 6.919 -4.557
O 6.336 6.233 -4.184
C 4.508 6.621 -5.786
C 3.456 7.394 -6.083
C 3.197 8.726 -5.492
O 2.391 9.537 -5.963
O 2.658 7.022 -7.092
O 5.358 8.215 -2.472
H 3.530 9.761 -3.630
H 4.780 5.786 -6.415
H 1.907 7.614 -7.181
H 5.231 9.094 -2.107
C -2.101 -8.984 -4.413
C -1.299 -9.811 -5.044
C -1.639 -10.476 -6.346
O -0.985 -11.111 -7.116
C -3.034 -10.216 -6.685
C -3.889 -9.270 -6.164
C -3.366 -8.453 -4.979
O -3.939 -7.485 -4.482
O -5.170 -9.105 -6.507
O -0.096 -10.084 -4.511
H -1.805 -8.564 -3.463
H -3.473 -10.726 -7.530
H -5.446 -8.284 -6.093
H 0.002 -9.760 -3.613
*
```



Number 1: E_LUMO -4.45 eV, strongest force on any atom 0.016 Eh/bohr. Number 2: E_LUMO -2.82 eV, strongest force on any atom 0.162 Eh/bohr. Number 3: E_LUMO -2.16 eV, strongest force on any atom 0.082 Eh/bohr.